ORCA calculation (ωB97M-V/def2-TZVPD) on the molecule CH2O4 at a distorted geometry.

```
7
Properties=species:S:1:pos:R:3:forces:R:3
C 0.334807 0.071754 0.002361 0.080 -0.336 0.015
O 0.459155 -1.126511 0.010345 -0.509 0.139 -0.017
O -0.834460 0.749282 -0.019102 1.017 0.014 0.018
O 1.323012 0.948340 0.013696 0.103 0.703 -0.043
O -1.931670 -0.122608 0.010562 -0.512 -0.613 0.001
H 2.182601 0.502006 -0.010062 -0.345 -0.202 0.024
H -1.533446 -1.022260 -0.007800 0.166 0.296 0.001
```
Positions in Å, forces in eV/Å.

## Properties
- LUMO energy (hartree) = 0.01705
- frontier orbital gap (eV) = 11.48
- energy above the lowest of the compared OMol25 structures with the same formula, charge and spin (kcal per mole) = 0.0
- DFT total energy (Ha) = -340.19354
- HOMO level (eV) = -11.019

Computed Mulliken charges, given in elementary charges: number 1, C, carries 0.73; number 2, O, carries -0.58; number 3, O, carries -0.12; number 4, O, carries -0.44; number 5, O, carries -0.30; number 6, H, carries 0.36; number 7, H, carries 0.35